Record 1
6
Properties=species:S:1:pos:R:3:forces:R:3 method="wB97M-V/def2-TZVPD" e_above_lowest_kcal_mol=116.7
C -0.4075 -0.2235 0.0483 0.3 -7.4 1.5
N 0.6732 0.4861 0.0497 -0.7 0.5 -0.2
O -0.4593 -2.0652 0.4751 0.5 6.6 -1.2
Br -1.9945 0.2614 -0.6640 -0.3 0.7 -0.2
H 1.5280 0.1228 0.4449 -0.1 -0.2 0.0
H 0.6601 1.4184 -0.3541 0.2 -0.1 0.2


Record 2
17
Properties=species:S:1:pos:R:3:forces:R:3 method="wB97M-V/def2-TZVPD" e_above_lowest_kcal_mol=0.0 smiles=Cc1ncsc1CCCl
C 1.8583 -0.5115 -1.1897 1.1 -1.0 0.3
C 1.0972 0.4630 -0.4195 0.0 0.4 0.5
C 0.4775 2.5191 0.0052 -1.4 0.9 -0.1
C 0.3454 0.2027 0.6635 -0.8 -0.2 -0.2
C 0.0932 -1.1309 1.2580 0.8 -1.1 0.0
C -1.1428 -1.8035 0.6709 2.2 -2.1 -1.4
H 1.9145 -1.5128 -0.6882 -0.3 0.9 -0.8
H 2.8436 -0.0931 -1.1652 1.0 -0.1 -0.3
H 1.5912 -0.5636 -2.2451 -0.3 -0.2 0.2
H 0.4343 3.5763 -0.2804 -0.5 -0.2 0.9
H -0.1684 -1.0067 2.3260 0.5 -0.3 -0.3
H 1.0312 -1.7963 1.1435 -1.5 1.1 0.4
H -1.1666 -2.8838 0.8863 -0.2 0.6 0.4
H -1.9468 -1.2923 1.0456 -2.4 1.0 0.5
N 1.2247 1.8029 -0.7200 0.7 -1.1 -0.9
S -0.5554 1.6006 1.1137 1.0 1.0 0.1
Cl -1.2113 -1.8289 -1.1608 -0.1 0.3 0.8


Record 3
23
Properties=species:S:1:pos:R:3:forces:R:3 method="wB97M-V/def2-TZVPD" e_above_lowest_kcal_mol=20.4 smiles=CCCCC.O.O
C -1.5587 -2.2069 0.6556 1.0 -0.1 0.6
C -0.2733 -1.3860 0.9370 -0.3 0.2 0.2
C -0.5427 0.0634 1.3921 -0.9 -0.3 -0.7
C 0.4597 1.1520 0.9723 -0.1 -0.3 0.6
C -0.2110 2.5273 0.8219 0.9 0.5 0.5
H -1.8317 -2.6397 1.6188 -0.6 -0.2 -0.3
H -1.3033 -2.9989 -0.0484 -0.1 -0.2 0.2
H -2.3822 -1.6511 0.2174 0.0 0.3 0.1
H 0.3093 -1.4309 0.0125 0.3 0.3 0.2
H 0.2575 -1.8660 1.7626 0.3 -0.3 -0.5
H -1.5695 0.2167 1.0286 0.3 0.8 -0.2
H -0.6472 0.1498 2.4764 0.0 -0.3 0.1
H 1.1954 1.1284 1.7831 0.2 0.4 -0.2
H 1.0249 0.8891 0.0857 -0.2 -0.2 -0.3
H -1.2702 2.3968 1.0049 -0.3 0.4 -0.4
H 0.1544 3.2839 1.5262 -0.1 -0.4 0.4
H 0.0423 3.0510 -0.1026 -0.5 -0.5 -0.4
H 2.1693 -0.4248 -1.4435 0.0 0.3 -0.1
H 1.9224 1.0378 -1.8739 0.2 -0.2 0.1
O 2.5514 0.3069 -1.9490 -0.1 0.0 -0.1
H 1.2300 -0.7308 -3.6753 0.7 -0.3 0.0
H -0.0121 0.0070 -3.5171 -0.7 0.8 0.1
O 0.2855 -0.8752 -3.6852 0.1 -0.5 -0.1


no.,orbital gap (eV)
1,8.802
2,9.501
3,11.699